<a>
Density functional theory data (the ωB97M-V functional and the def2-TZVPD basis) for the molecule C2H5NO3S.

CARTESIAN COORDINATES (ANGSTROEM)
S  1.68  -0.37  -0.06
O  2.55  -1.24  0.64
H  -1.34  -2.15  0.35
H  0.63  2.00  -1.23
C  -0.15  -0.52  0.38
H  0.43  2.56  0.60
H  -0.38  -0.39  1.50
C  0.97  2.03  -0.16
O  1.92  1.40  0.43
O  1.61  -0.54  -1.46
H  -0.44  -1.61  -1.13
N  -0.64  -1.64  -0.13

- LUMO energy (alpha / beta): -0.0007 / 0.0013 Ha
- HOMO-LUMO gap (alpha / beta): 7.752 / 7.988 eV
- E_HOMO (alpha / beta): -7.771 / -7.952 eV

---

<b>
Density functional theory data (the ωB97M-V functional and the def2-TZVPD basis) for a structure of composition C2H5NO3S.

CARTESIAN COORDINATES (ANGSTROEM)
S  0.76  0.63  -1.21
O  -1.14  -1.21  1.39
H  -0.44  2.05  0.89
H  0.26  -1.82  -0.84
H  -1.09  0.87  -0.21
O  -0.43  0.36  -2.00
H  0.86  -0.76  1.63
H  -1.87  -0.54  1.11
C  0.19  -0.55  0.76
O  2.08  0.98  -1.65
N  0.82  -1.11  -0.33
C  0.00  1.09  0.48

- LUMO energy: 0.0083 Ha
- HOMO-LUMO gap: 10.169 eV
- E_HOMO: -9.943 eV

---

Of them, the most stable is <a> and the least stable is <b>.

---

<a>
Density functional theory data (the ωB97M-V functional and the def2-TZVPD basis) for a cluster of 2 separate species, C11H15NO2P in total.

CARTESIAN COORDINATES (ANGSTROEM)
H  5.42  1.70  0.01
C  2.70  -0.33  0.13
P  -1.35  0.58  -0.18
H  -6.55  0.68  -0.31
H  -3.77  -0.15  0.84
C  -4.99  -2.58  -0.59
H  0.86  1.10  -1.18
C  0.50  0.88  -0.26
C  3.42  -1.49  -0.20
C  4.82  -1.51  -0.32
H  2.83  -2.38  -0.24
H  1.03  -0.10  1.53
H  -5.54  -0.23  1.55
C  4.82  0.88  -0.17
H  -1.35  -0.64  -0.96
H  0.70  -1.31  0.29
C  5.55  -0.34  -0.21
C  1.22  -0.22  0.45
H  -5.12  1.74  0.35
H  6.65  -0.23  -0.30
H  5.36  -2.37  -0.32
O  -1.75  0.41  1.24
N  -5.03  -1.53  -0.11
H  2.89  1.76  0.34
C  -4.91  -0.25  0.56
C  -5.42  0.95  -0.25
H  -4.98  0.87  -1.26
H  0.70  1.72  0.34
O  -2.17  1.56  -0.97
C  3.49  0.85  0.19

- LUMO energy: 0.1106 Ha
- HOMO-LUMO gap: 8.281 eV
- Net charge: -1
- E_HOMO: -5.271 eV

---

<b>
Density functional theory data (the ωB97M-V functional and the def2-TZVPD basis) for the ion C11H15NO2P with charge -1.

CARTESIAN COORDINATES (ANGSTROEM)
H  -2.73  -2.92  -0.86
C  -1.86  -2.32  -0.75
H  -0.40  0.01  -0.97
P  -2.27  -0.61  0.33
C  2.51  3.47  1.30
O  -2.55  -0.94  1.79
H  3.12  4.37  0.99
N  -0.69  -2.54  -1.29
C  1.31  3.10  0.73
C  -0.45  -3.13  -3.63
H  -1.38  -4.15  -2.04
H  0.97  3.73  -0.10
C  0.96  1.49  2.42
C  -0.60  0.15  0.04
H  0.24  -3.69  -4.33
H  0.41  0.74  2.94
H  0.11  -0.56  0.51
H  -1.05  2.19  -0.36
C  2.11  1.89  3.05
H  0.35  -4.41  -1.90
C  -0.50  -3.62  -2.18
H  -0.01  -2.19  -3.65
C  2.92  2.90  2.45
C  -0.68  1.57  0.60
H  3.82  3.33  2.96
H  -1.65  1.62  1.16
O  -3.25  0.12  -0.53
C  0.59  2.10  1.24
H  2.15  1.31  4.00
H  -1.49  -3.02  -3.92

- LUMO energy: 0.1175 Ha
- SMILES: CC/N=C/[P@](=O)([O-])CCc1ccccc1
- HOMO-LUMO gap: 7.794 eV
- Net charge: -1
- E_HOMO: -4.596 eV

---

Of them, the most stable is <b> and the least stable is <a>.

---

<a>
Density functional theory data (the ωB97M-V functional and the def2-TZVPD basis) for the molecule C3H5PS.

CARTESIAN COORDINATES (ANGSTROEM)
H  -0.37  -1.05  1.32
H  -1.07  2.16  0.65
C  -0.51  -0.35  0.40
P  -2.25  -0.04  -0.11
C  -1.28  1.18  0.46
H  0.85  -1.47  -0.80
H  2.23  -0.31  0.62
S  1.94  0.60  -0.18
H  -0.07  -0.27  -1.67
C  0.52  -0.45  -0.67

- LUMO energy: 0.0001 Ha
- SMILES: SC[C@H]1C=P1
- HOMO-LUMO gap: 8.712 eV
- E_HOMO: -8.710 eV

---

<b>
Density functional theory data (the ωB97M-V functional and the def2-TZVPD basis) for a cluster of 2 separate species, C3H5PS in total.

CARTESIAN COORDINATES (ANGSTROEM)
H  -0.88  -0.63  -0.80
H  2.50  -0.30  1.29
C  -1.79  -0.10  -0.38
H  -2.54  -0.65  0.18
H  -2.27  0.40  -1.22
C  2.22  -0.41  0.24
S  3.06  -1.26  -0.78
C  -1.19  0.92  0.43
H  1.28  0.08  -0.16
P  -0.39  1.94  1.20

- LUMO energy: -0.0088 Ha
- SMILES: CC#P.C=S
- HOMO-LUMO gap: 8.521 eV
- E_HOMO: -8.760 eV

---

Of them, the most stable is <b> and the least stable is <a>.

---

<a>
Density functional theory data (the ωB97M-V functional and the def2-TZVPD basis) for a cluster of 2 separate species, C4H11N3O in total.

CARTESIAN COORDINATES (ANGSTROEM)
H  -0.98  0.68  1.51
N  -1.50  -0.09  1.08
H  0.48  0.02  -2.46
H  2.02  -2.59  1.49
O  1.67  1.04  -0.51
H  0.55  3.01  0.30
H  -2.34  -0.28  1.64
C  -0.21  0.67  -1.93
C  0.55  1.36  -0.82
H  -0.69  2.93  -0.80
H  -1.05  0.10  -1.53
H  -1.40  -2.13  0.86
H  1.23  -0.48  0.99
C  -0.79  -1.24  0.97
H  -0.60  1.42  -2.62
H  1.45  -2.82  0.01
C  0.58  -1.35  0.99
N  1.14  -2.64  0.97
N  -0.12  2.39  -0.16

- LUMO energy (alpha / beta): -0.1296 / -0.2649 Ha
- HOMO-LUMO gap (alpha / beta): 10.268 / 6.588 eV
- 2S+1: 2
- Net charge: +1
- E_HOMO (alpha / beta): -13.795 / -13.797 eV

---

<b>
Density functional theory data (the ωB97M-V functional and the def2-TZVPD basis) for the ion C4H11N3O with charge +1.

CARTESIAN COORDINATES (ANGSTROEM)
H  1.55  1.14  -1.72
H  0.31  -0.62  -2.66
N  0.41  -1.22  0.49
H  0.12  1.16  1.61
C  0.69  0.80  -1.11
C  1.29  -0.32  -0.22
N  -1.35  -1.50  2.01
H  -1.00  -0.42  -1.47
H  1.87  -0.99  -0.88
H  1.98  0.13  0.52
H  -0.32  2.45  -0.91
C  -0.50  -0.57  1.32
H  -1.97  -1.00  2.64
H  -1.25  0.01  0.67
N  0.14  1.80  -0.25
H  -0.86  0.72  -2.79
H  -0.73  -2.10  2.57
C  -0.30  0.09  -2.10
O  -0.08  0.42  2.26

- LUMO energy (alpha / beta): -0.3265 / -0.2655 Ha
- HOMO-LUMO gap (alpha / beta): 5.813 / 8.206 eV
- 2S+1: 2
- Net charge: +1
- E_HOMO (alpha / beta): -14.699 / -15.432 eV

---

Of them, the most stable is <a> and the least stable is <b>.

---

<a>
Density functional theory data (the ωB97M-V functional and the def2-TZVPD basis) for a structure of composition C8H12O.

CARTESIAN COORDINATES (ANGSTROEM)
H  1.19  -2.03  0.85
C  -0.67  -0.93  -0.11
H  1.20  -2.03  -0.91
H  3.26  -0.63  0.90
C  -2.13  -0.88  -0.54
C  -1.82  0.54  0.27
C  2.95  0.05  0.02
C  0.72  1.14  -0.19
H  -2.95  -1.39  -0.02
H  1.39  2.00  -0.06
H  -0.94  2.08  -1.25
H  -2.61  1.00  0.76
H  -0.42  -0.28  -1.04
C  1.44  0.01  -0.14
H  -0.91  2.51  0.42
C  -0.70  1.59  -0.26
H  3.18  1.07  0.28
H  3.43  -0.41  -0.86
C  0.83  -1.40  -0.03
H  -2.33  -0.86  -1.64
O  -0.90  -0.21  1.05

- LUMO energy: 0.0369 Ha
- HOMO-LUMO gap: 9.410 eV
- E_HOMO: -8.406 eV

---

<b>
Density functional theory data (the ωB97M-V functional and the def2-TZVPD basis) for the molecule C8H12O.

CARTESIAN COORDINATES (ANGSTROEM)
H  2.61  1.23  -1.26
O  -1.48  -0.53  -0.14
H  -0.62  0.93  -2.18
H  2.43  -0.10  0.14
C  0.40  -2.27  -0.70
C  0.68  0.70  -0.56
H  -2.06  1.28  3.26
H  0.45  0.62  2.44
C  -0.02  1.54  -1.55
C  -1.71  0.91  2.16
H  -2.60  0.73  1.45
C  -0.48  0.51  1.79
H  1.27  -2.70  -0.18
H  -0.57  2.56  -1.15
C  -0.29  0.02  0.39
H  0.81  -1.65  -1.54
C  -0.44  -1.39  0.30
H  -0.33  -3.06  -1.00
H  0.62  2.01  -2.25
C  1.97  0.56  -0.65
H  -0.66  -1.92  1.22

- LUMO energy: 0.0365 Ha
- SMILES: C=C[C@]1(C(=C)C)O[C@H]1C
- HOMO-LUMO gap: 10.541 eV
- E_HOMO: -9.549 eV

---

Of them, the most stable is <b> and the least stable is <a>.

---

<a>
Density functional theory data (the ωB97M-V functional and the def2-TZVPD basis) for the molecule C8H12O.

CARTESIAN COORDINATES (ANGSTROEM)
H  1.58  1.63  -1.08
C  1.77  1.48  -0.01
H  1.49  2.42  0.51
H  0.51  -2.29  -1.71
H  -1.75  -1.56  0.75
H  2.85  1.28  0.09
H  -1.38  1.71  -0.84
H  1.31  0.17  1.63
H  -3.38  0.36  -0.91
C  0.43  -1.44  -1.01
C  1.40  -1.07  -0.14
H  -0.23  -1.51  1.76
C  -0.46  0.18  0.35
C  -0.55  -0.30  -1.12
H  2.33  -1.62  0.03
O  -2.86  0.40  -0.09
C  -1.04  -0.92  1.31
H  -1.55  -0.32  2.09
C  -1.55  0.68  -0.48
H  0.03  0.45  -1.71
C  1.05  0.27  0.56

- LUMO energy: 0.0296 Ha
- SMILES: C[C@@H]1C=C[C@H]2[C@@H](O)[C@]12C
- HOMO-LUMO gap: 9.315 eV
- E_HOMO: -8.510 eV

---

<b>
Density functional theory data (the ωB97M-V functional and the def2-TZVPD basis) for a structure of composition C8H12O.

CARTESIAN COORDINATES (ANGSTROEM)
C  -1.59  -0.85  0.53
H  1.52  -0.74  1.94
C  -1.03  1.28  -0.16
C  0.02  1.04  0.70
H  -1.96  -0.35  1.37
H  -1.66  2.17  -0.68
H  -2.04  -1.69  0.28
C  2.07  0.18  -0.30
C  -0.02  -0.59  0.38
C  0.97  1.23  -0.39
C  1.41  -0.84  0.83
H  1.29  2.31  -0.81
C  0.04  -1.29  -0.99
H  -0.39  -2.39  -1.02
H  2.98  0.66  0.00
H  2.54  -0.07  -1.25
H  1.01  -1.28  -1.38
O  -1.97  0.21  -0.33
H  1.83  -1.83  0.62
H  0.05  1.32  1.80
H  -0.58  -0.76  -1.88

- LUMO energy: 0.0356 Ha
- HOMO-LUMO gap: 8.083 eV
- E_HOMO: -7.114 eV

---

Of them, the most stable is <a> and the least stable is <b>.